Record 1
Formula: C10H14NO2PS
Source: the Open Molecules 2025 dataset
Level of theory: ωB97M-V with the def2-TZVPD basis set

The geometry in ORCA input format:
```
! wB97M-V def2-TZVPD RIJCOSX def2/J DEFGRID3
* xyz 0 1
C -2.072 -1.964 1.653
C -0.791 -1.855 1.998
C -2.540 -1.676 0.399
C 0.191 -1.279 1.131
C -1.730 -1.246 -0.528
C -0.287 -0.986 -0.316
C 1.713 -0.392 -1.422
C 1.862 1.031 -1.948
C 0.736 1.488 -2.889
C -0.797 1.021 2.465
N 0.337 -0.685 -1.376
O 1.826 3.370 1.131
O 1.932 1.890 -0.809
P 0.960 2.600 0.255
S 0.797 0.380 1.875
H -2.611 -2.410 2.420
H -0.465 -2.024 3.023
H -3.418 -2.063 -0.026
H 1.150 -1.865 1.206
H -1.974 -1.104 -1.593
H 2.171 -1.181 -1.994
H 2.206 -0.526 -0.394
H 2.820 1.154 -2.506
H 0.541 2.597 -2.922
H -0.185 0.987 -2.616
H 0.901 1.232 -3.868
H -0.743 1.151 3.632
H -1.636 0.341 2.048
H -0.897 2.013 1.972
*
```

* energy: -1334.15565 Ha
* LUMO: -0.50 eV
* HOMO energy: -8.621 eV

---

Record 2
Formula: C33H27N2O3V
Source: the Open Molecules 2025 dataset
Level of theory: ωB97M-V with the def2-TZVPD basis set

The geometry in ORCA input format:
```
! wB97M-V def2-TZVPD RIJCOSX def2/J DEFGRID3
* xyz 2 1
V -0.556 -0.299 -1.496
O -1.995 -0.940 -0.972
C -2.451 -1.483 0.289
C -1.547 -2.715 0.435
C -0.081 -2.375 0.579
C 0.641 -2.924 1.621
C 1.996 -2.679 1.737
C 2.624 -1.905 0.778
C 1.890 -1.371 -0.258
C 2.578 -0.553 -1.320
C 2.134 0.921 -1.279
O 0.667 0.802 -1.399
C 2.619 1.746 -2.445
C 3.392 1.212 -3.472
C 3.804 2.024 -4.522
C 3.440 3.359 -4.552
C 2.659 3.892 -3.532
C 2.251 3.090 -2.483
C 2.503 1.522 0.063
C 3.817 1.936 0.256
C 4.226 2.385 1.501
C 3.326 2.432 2.558
C 2.014 2.033 2.364
C 1.599 1.580 1.118
N 0.542 -1.573 -0.335
C -3.922 -1.833 0.261
C -4.492 -2.441 1.373
C -5.833 -2.790 1.356
C -6.612 -2.519 0.239
C -6.046 -1.903 -0.864
C -4.701 -1.553 -0.852
C -2.171 -0.399 1.335
C -2.311 0.943 0.981
C -2.081 1.945 1.915
C -1.719 1.612 3.211
C -1.579 0.278 3.566
C -1.805 -0.726 2.634
H -1.871 -3.344 1.260
H -1.675 -3.293 -0.485
H 0.135 -3.561 2.333
H 2.560 -3.100 2.558
H 3.687 -1.717 0.826
H 3.654 -0.613 -1.182
H 2.321 -0.970 -2.299
H 3.706 0.177 -3.464
H 4.404 1.607 -5.319
H 3.774 3.990 -5.364
H 2.376 4.936 -3.554
H 1.661 3.510 -1.677
H 4.518 1.918 -0.571
H 5.249 2.705 1.645
H 3.648 2.785 3.528
H 1.307 2.070 3.183
H 0.564 1.289 0.984
H -3.906 -2.632 2.264
H -6.272 -3.270 2.220
H -7.662 -2.778 0.236
H -6.648 -1.699 -1.739
H -4.269 -1.072 -1.720
H -2.669 1.220 -0.006
H -2.208 2.982 1.634
H -1.573 2.390 3.949
H -1.300 0.012 4.577
H -1.702 -1.760 2.939
O -0.236 -1.476 -4.081
N -0.394 -1.036 -3.064
*
```

* ΔE to the lowest compared entry with this formula, charge and spin: 0.00 kJ/mol
* energy: -2552.34321 Ha
* LUMO (spin up / spin down): -9.95 / -9.95 eV
* HOMO energy (spin up / spin down): -14.176 / -14.176 eV

---

Record 3
Formula: C39H32I2N3O2SbTl
Source: the Open Molecules 2025 dataset
Level of theory: ωB97M-V with the def2-TZVPD basis set

The geometry in ORCA input format:
```
! wB97M-V def2-TZVPD RIJCOSX def2/J DEFGRID3
* xyz 1 1
Tl -0.060 -2.304 0.421
I -0.694 -0.143 -5.147
C -2.092 -0.351 -3.622
C -3.438 -0.126 -3.990
C -4.457 -0.359 -3.121
I -6.403 0.024 -3.757
C -4.182 -0.879 -1.828
C -5.186 -1.230 -0.897
C -4.839 -1.752 0.312
C -3.477 -1.921 0.611
N -2.512 -1.591 -0.222
C -2.834 -1.075 -1.446
C -1.762 -0.784 -2.356
O -0.491 -1.029 -1.923
H -3.647 0.225 -4.991
H -6.225 -1.094 -1.165
H -5.585 -2.041 1.041
H -3.160 -2.331 1.565
O -1.276 -3.019 2.278
C -0.811 -3.688 3.300
C -1.323 -4.973 3.592
C -0.877 -5.702 4.668
C 0.117 -5.184 5.501
C 0.632 -3.931 5.244
C 0.183 -3.159 4.166
C 0.705 -1.808 3.978
N 0.733 -1.050 2.887
C 1.334 0.131 3.266
C 1.668 0.099 4.581
N 1.269 -1.135 5.019
H -2.084 -5.351 2.919
H -1.287 -6.684 4.870
H 0.489 -5.764 6.335
H 1.426 -3.563 5.883
H 1.494 0.940 2.582
H 2.133 0.825 5.227
H 1.318 -1.467 5.964
C 2.338 2.998 -2.804
C 2.535 1.590 -3.303
C 3.411 1.376 -4.368
C 3.709 0.100 -4.817
C 3.131 -1.006 -4.206
C 2.233 -0.815 -3.172
C 1.924 0.473 -2.730
Sb 0.616 0.594 -1.091
C 2.000 1.573 0.202
C 1.678 2.876 0.564
C 2.593 3.633 1.278
C 3.816 3.074 1.627
C 4.119 1.768 1.268
C 3.217 0.982 0.554
C 3.579 -0.428 0.185
C -0.994 1.925 -1.279
C -1.270 2.519 -2.506
C -2.371 3.347 -2.652
C -3.201 3.574 -1.563
C -2.934 2.969 -0.342
C -1.838 2.129 -0.177
C -1.592 1.456 1.151
H 2.397 3.708 -3.629
H 3.117 3.260 -2.084
H 1.377 3.151 -2.308
H 3.875 2.234 -4.843
H 4.396 -0.032 -5.645
H 3.361 -2.008 -4.547
H 1.740 -1.674 -2.734
H 0.723 3.310 0.282
H 2.351 4.651 1.556
H 4.538 3.657 2.185
H 5.074 1.340 1.552
H 4.387 -0.798 0.815
H 3.903 -0.491 -0.856
H 2.733 -1.107 0.312
H -0.630 2.333 -3.361
H -2.579 3.804 -3.610
H -4.065 4.220 -1.665
H -3.596 3.144 0.500
H -2.397 1.667 1.852
H -0.660 1.795 1.614
H -1.538 0.370 1.051
*
```

* ΔE to the lowest compared entry with this formula, charge and spin: 11.79 kJ/mol
* energy: -2827.99162 Ha
* LUMO (spin up / spin down): -5.20 / -5.20 eV
* HOMO energy (spin up / spin down): -9.317 / -9.317 eV